Record 1
Molecular formula: C3H4N2O
Method: DFT, ωB97M-V with the def2-TZVPD basis set

```
! wB97M-V def2-TZVPD RIJCOSX def2/J DEFGRID3
* xyz 0 1
O 0.102 1.533 -2.031
C -1.498 0.089 0.046
N -0.522 -0.725 0.379
C 0.741 -0.158 0.872
C 1.371 0.549 -0.292
N 0.752 1.061 -1.156
H -2.231 -0.514 -0.521
H -0.454 -1.704 0.101
H 0.514 0.592 1.632
H 1.380 -0.934 1.298
*
```

Relative energy (zero: lowest compared OMol25 entry of this formula, charge and spin): 595.10 kJ/mol
HOMO energy: -8.764 eV
E: -301.2606 hartree
Frontier orbital gap: 9.06 eV

***

Record 2
Molecular formula: C18H40OP2SiTi
Method: DFT, ωB97M-V with the def2-TZVPD basis set

```
! wB97M-V def2-TZVPD RIJCOSX def2/J DEFGRID3
* xyz 2 1
P 1.899 3.170 0.075
P 1.132 1.982 -2.838
C 2.745 3.848 -1.449
C 1.874 3.698 -2.694
H 3.712 3.328 -1.560
H 2.942 4.920 -1.259
H 1.046 4.428 -2.704
H 2.490 3.863 -3.596
C 2.626 1.216 -3.602
H 2.379 0.213 -3.972
H 3.431 1.130 -2.857
H 2.962 1.847 -4.434
C 0.222 2.478 -4.360
H 0.953 2.842 -5.098
H -0.472 3.293 -4.098
H -0.336 1.628 -4.759
C 3.347 3.555 1.128
H 3.116 3.294 2.165
H 3.570 4.629 1.022
H 4.197 2.954 0.763
C 0.834 4.647 0.358
H 0.071 4.736 -0.432
H 1.469 5.542 0.354
H 0.324 4.551 1.323
Ti -1.038 -1.445 1.306
C -1.537 -0.743 -0.822
C -0.341 -1.475 -0.930
C 1.084 -1.014 -0.938
C 1.785 -0.829 0.463
C 0.858 -0.343 1.512
C -0.061 0.700 1.353
C -0.467 1.362 0.081
C -1.630 0.746 -0.735
C -1.778 -0.874 3.158
H -2.435 -1.257 -1.182
H -0.488 -2.492 -1.324
H 1.287 -0.122 -1.558
H 1.651 -1.811 -1.453
H 2.235 -1.791 0.746
H 2.645 -0.151 0.364
H 1.062 -0.681 2.530
H -0.337 1.219 2.274
H 0.373 1.421 -0.639
H -0.734 2.406 0.322
H -2.596 1.086 -0.307
H -1.645 1.176 -1.765
H -2.873 -0.892 3.200
H -1.398 0.038 3.618
H -1.415 -1.725 3.757
C -1.697 -6.133 1.332
Si -2.367 -4.503 1.977
C -4.104 -4.252 1.280
C -2.723 -4.925 3.824
O -1.314 -3.287 1.581
H -2.245 -7.021 1.679
H -0.653 -6.269 1.622
H -1.742 -6.136 0.237
H -4.788 -5.063 1.569
H -4.571 -3.316 1.609
H -4.070 -4.238 0.183
H -1.821 -5.203 4.394
H -3.261 -4.142 4.380
H -3.383 -5.818 3.826
*
```

Relative energy (zero: lowest compared OMol25 entry of this formula, charge and spin): 0.00 kJ/mol
HOMO energy (spin up / spin down): -13.689 / -13.688 eV
E: -2606.0949 hartree
Frontier orbital gap (spin up / spin down): 4.08 / 4.08 eV

***

Record 3
Molecular formula: C4H7N2
Method: DFT, ωB97M-V with the def2-TZVPD basis set

```
! wB97M-V def2-TZVPD RIJCOSX def2/J DEFGRID3
* xyz 1 1
C -0.524 1.556 -0.677
C -0.409 1.192 0.590
N 0.524 0.771 1.476
C 0.850 -0.440 1.591
N 0.363 -1.350 0.649
C 0.267 -1.062 -0.660
H -1.555 1.618 -1.105
H 0.388 1.832 -1.177
H -1.349 1.078 1.074
H 1.371 -0.790 2.518
H -0.017 -2.220 1.044
H -0.438 -1.565 -1.205
H 0.978 -0.505 -1.251
*
```

Relative energy (zero: lowest compared OMol25 entry of this formula, charge and spin): 403.98 kJ/mol
HOMO energy: -14.247 eV
SMILES: C=C/N=C\[NH+]=C
E: -265.7546 hartree
Frontier orbital gap: 8.23 eV

***

Record 4
Molecular formula: C5H8O2
Method: DFT, ωB97M-V with the def2-TZVPD basis set

```
! wB97M-V def2-TZVPD RIJCOSX def2/J DEFGRID3
* xyz 0 1
O 1.963 -1.097 -1.306
C 0.978 -0.220 -0.836
C 0.921 0.172 0.665
C -0.592 0.170 0.498
C -1.542 1.242 0.772
O -1.539 0.028 1.525
C -0.488 -0.699 -0.745
H 1.891 -1.921 -0.805
H 1.064 0.682 -1.448
H 1.236 -0.670 1.295
H 1.420 1.087 0.998
H -1.219 2.129 1.316
H -2.405 1.381 0.119
H -0.526 -1.759 -0.459
H -1.163 -0.527 -1.588
*
```

Relative energy (zero: lowest compared OMol25 entry of this formula, charge and spin): 213.16 kJ/mol
HOMO energy: -10.066 eV
SMILES: O[C@H]1C[C@]2(CO2)C1
E: -345.7238 hartree
Frontier orbital gap: 10.93 eV

***

Record 5
Molecular formula: C29H29Cl3N9OOsS2Si
Method: DFT, ωB97M-V with the def2-TZVPD basis set

```
! wB97M-V def2-TZVPD RIJCOSX def2/J DEFGRID3
* xyz 2 6
Os 0.292 0.216 -0.149
S -7.503 0.994 -1.439
N -6.307 2.063 -1.366
C -5.195 1.417 -1.069
C -3.883 1.996 -0.908
C -3.635 3.366 -1.057
C -2.354 3.824 -0.875
C -1.347 2.910 -0.576
N -1.562 1.606 -0.452
C -2.823 1.137 -0.591
C -3.038 -0.288 -0.386
N -1.980 -1.023 -0.014
C -2.146 -2.323 0.179
C -3.361 -2.973 -0.014
C -4.459 -2.235 -0.391
C -4.308 -0.858 -0.567
C -5.401 0.017 -0.913
N -6.661 -0.331 -1.098
H -4.453 4.025 -1.313
H -2.099 4.870 -0.969
H -0.334 3.262 -0.448
H -1.270 -2.872 0.497
H -3.430 -4.040 0.139
H -5.432 -2.682 -0.544
Cl 1.986 1.012 -2.100
Si 2.168 1.502 -0.110
Cl 3.529 2.652 -0.089
Cl 3.058 -0.162 0.681
C 2.748 2.627 3.211
C 3.072 3.824 2.301
N 3.411 3.255 1.056
C 2.951 3.638 -0.878
S 1.707 4.475 -1.202
N 4.327 2.227 -1.013
C 5.301 1.475 -1.530
C 6.221 1.374 -0.244
H 2.661 2.940 4.251
H 3.545 1.889 3.131
H 1.808 2.157 2.910
H 3.873 4.431 2.714
H 2.184 4.442 2.129
H 4.112 1.919 0.496
H 3.698 3.604 -2.145
H 5.833 1.914 -2.374
H 4.882 0.498 -1.785
H 5.544 1.296 0.600
H 6.778 2.304 -0.129
H 6.919 0.542 -0.278
N 1.740 -3.919 -0.953
C 1.590 -2.880 -0.117
N 0.785 -1.959 -0.600
C 0.393 -2.422 -1.862
C -0.444 -1.831 -2.809
C -0.657 -2.531 -3.976
C -0.064 -3.784 -4.195
C 0.767 -4.374 -3.267
C 0.989 -3.667 -2.089
H 2.312 -4.730 -0.782
H 2.084 -2.814 0.837
H -0.868 -0.854 -2.607
H -1.292 -2.116 -4.746
H -0.265 -4.298 -5.124
H 1.226 -5.334 -3.457
O 0.200 -0.094 2.122
N -0.648 -0.896 2.744
C -1.915 -0.498 2.955
C -2.816 -1.324 3.586
C -2.416 -2.581 4.017
C -1.093 -2.955 3.822
C -0.228 -2.093 3.185
H -2.151 0.491 2.589
H -3.827 -0.980 3.750
H -3.111 -3.245 4.510
H -0.728 -3.907 4.177
H 0.813 -2.314 3.005
*
```

Relative energy (zero: lowest compared OMol25 entry of this formula, charge and spin): 3173.68 kJ/mol
HOMO energy (spin up / spin down): -11.410 / -12.699 eV
<S²>: 8.838
E: -4246.0998 hartree
Frontier orbital gap (spin up / spin down): 4.89 / 6.37 eV

***

Record 6
Molecular formula: C27H37N2O3
Method: DFT, ωB97M-V with the def2-TZVPD basis set

```
! wB97M-V def2-TZVPD RIJCOSX def2/J DEFGRID3
* xyz 1 1
C 5.198 7.251 2.269
C 4.396 7.531 1.004
C 3.696 6.277 0.484
C 2.888 6.562 -0.780
C 2.277 5.310 -1.411
C 1.177 4.680 -0.559
C 0.531 3.493 -1.272
C -0.658 2.903 -0.514
C -0.256 2.232 0.799
C -1.432 1.521 1.459
O -1.939 0.463 0.622
C -1.343 -0.698 0.675
O -0.414 -1.022 1.369
C -2.013 -1.703 -0.289
N -1.141 -2.834 -0.437
C -0.846 -3.711 0.531
C -1.595 -3.853 1.822
O -2.967 -3.614 1.701
C -3.765 -4.588 1.118
C -3.288 -5.663 0.387
C -4.184 -6.567 -0.165
C -5.545 -6.398 0.003
C -6.018 -5.315 0.727
C -5.136 -4.411 1.284
N 0.197 -4.467 0.169
C 0.808 -5.503 0.963
C 0.615 -4.060 -1.084
C 1.640 -4.496 -1.914
C 1.786 -3.847 -3.123
C 0.945 -2.797 -3.500
C -0.078 -2.359 -2.685
C -0.235 -3.008 -1.467
H 5.689 8.156 2.618
H 4.548 6.886 3.062
H 5.961 6.499 2.079
H 5.063 7.919 0.231
H 3.649 8.301 1.211
H 4.446 5.512 0.268
H 3.040 5.891 1.267
H 3.546 7.033 -1.514
H 2.093 7.274 -0.548
H 3.065 4.574 -1.586
H 1.857 5.580 -2.383
H 1.599 4.351 0.390
H 0.413 5.431 -0.348
H 1.283 2.715 -1.433
H 0.184 3.822 -2.254
H -1.153 2.165 -1.151
H -1.380 3.695 -0.306
H 0.117 2.975 1.503
H 0.542 1.508 0.618
H -1.134 1.095 2.421
H -2.277 2.197 1.590
H -2.192 -1.236 -1.257
H -2.969 -2.002 0.149
H -1.403 -4.845 2.253
H -1.226 -3.092 2.523
H -2.229 -5.816 0.233
H -3.806 -7.405 -0.729
H -6.235 -7.106 -0.428
H -7.079 -5.175 0.863
H -5.482 -3.566 1.857
H 1.670 -5.894 0.428
H 1.141 -5.102 1.921
H 0.109 -6.322 1.141
H 2.297 -5.304 -1.638
H 2.571 -4.156 -3.795
H 1.102 -2.318 -4.453
H -0.720 -1.549 -2.988
*
```

Relative energy (zero: lowest compared OMol25 entry of this formula, charge and spin): 25.03 kJ/mol
HOMO energy: -11.684 eV
SMILES: CCCCCCCCCCOC(=O)Cn1c(COc2ccccc2)[n+](C)c2ccccc21
E: -1386.0934 hartree
Frontier orbital gap: 8.75 eV

***

Record 7
Molecular formula: C48H55FN5O3S5Ta
Method: DFT, ωB97M-V with the def2-TZVPD basis set

```
! wB97M-V def2-TZVPD RIJCOSX def2/J DEFGRID3
* xyz 4 1
Ta -0.701 -0.957 -1.245
C 0.276 -3.392 -3.939
C 0.932 -4.063 -2.744
S 1.255 -2.809 -1.480
C 1.034 -3.736 0.056
C -0.422 -4.100 0.302
S -1.482 -2.615 0.343
C -3.280 -4.444 -2.296
C -2.247 -4.380 -3.409
S -1.376 -2.769 -3.525
H 0.848 -2.529 -4.283
H 0.191 -4.079 -4.781
H 0.297 -4.841 -2.326
H 1.892 -4.506 -3.009
H 1.672 -4.620 0.002
H 1.408 -3.090 0.850
H -0.790 -4.804 -0.445
H -0.526 -4.573 1.278
H -2.835 -4.276 -1.318
H -3.798 -5.402 -2.319
H -1.519 -5.178 -3.262
H -2.715 -4.546 -4.380
F 4.715 0.282 2.687
C 4.498 0.852 1.494
C 3.391 0.478 0.803
C 3.077 1.059 -0.435
C 1.901 0.655 -1.140
O 1.090 -0.216 -0.605
C 1.677 1.244 -2.388
C 2.532 2.238 -2.821
N 3.605 2.661 -2.164
C 4.318 3.779 -2.811
C 5.802 3.947 -2.893
C 4.965 4.925 -2.102
C 3.931 2.057 -0.947
C 5.076 2.402 -0.219
C 5.398 1.834 1.009
N 6.544 2.218 1.693
C 7.058 1.477 2.856
C 8.434 2.015 3.249
N 9.201 2.398 2.017
C 8.549 3.560 1.294
C 7.058 3.581 1.622
C 0.538 0.928 -3.284
O 0.271 1.552 -4.261
O -0.182 -0.158 -2.899
H 2.731 -0.260 1.237
H 2.304 2.718 -3.764
H 3.781 4.043 -3.709
H 6.186 4.262 -3.853
H 6.448 3.252 -2.378
H 4.788 5.906 -2.518
H 5.017 4.911 -1.024
H 5.763 3.116 -0.629
H 7.136 0.422 2.600
H 6.416 1.561 3.734
H 8.996 1.262 3.795
H 8.374 2.907 3.868
H 9.256 1.592 1.390
H 10.165 2.636 2.262
H 8.729 3.418 0.231
H 9.039 4.477 1.616
H 6.542 4.163 0.866
H 6.882 4.095 2.572
S -4.496 -3.096 -2.584
C -4.580 -2.303 -1.017
N -5.096 -2.820 0.036
C -5.317 -1.921 1.187
C -5.930 -0.651 0.658
N -5.013 -0.044 -0.326
C -5.138 1.440 -0.529
C -5.252 2.229 0.744
C -4.119 2.682 1.412
C -4.252 3.415 2.582
C -5.514 3.708 3.083
C -6.648 3.281 2.405
C -6.517 2.546 1.236
C -4.239 -0.819 -1.027
S -3.038 -0.278 -2.129
C -5.614 -4.216 0.151
C -5.113 -4.889 1.400
C -3.820 -5.403 1.452
C -3.370 -6.040 2.598
C -4.211 -6.165 3.698
C -5.503 -5.664 3.647
C -5.955 -5.029 2.498
H -4.363 -1.734 1.684
H -5.976 -2.422 1.891
H -6.046 0.067 1.469
H -6.908 -0.815 0.198
H -6.061 1.549 -1.106
H -4.304 1.751 -1.151
H -3.134 2.503 1.000
H -3.370 3.777 3.094
H -5.616 4.287 3.991
H -7.632 3.535 2.775
H -7.405 2.238 0.693
H -5.337 -4.749 -0.749
H -6.702 -4.124 0.174
H -3.174 -5.336 0.583
H -2.376 -6.466 2.629
H -3.865 -6.675 4.587
H -6.167 -5.784 4.492
H -6.980 -4.674 2.449
C -1.226 0.533 0.253
C -0.752 1.917 -0.135
C 0.259 2.518 0.619
C 0.770 3.761 0.274
C 0.279 4.434 -0.840
C -0.733 3.856 -1.591
C -1.242 2.611 -1.243
H -2.288 0.516 0.510
H -0.694 0.228 1.158
H 0.640 2.006 1.496
H 1.533 4.217 0.892
H 0.660 5.412 -1.102
H -1.136 4.376 -2.451
H -2.034 2.186 -1.848
*
```

Relative energy (zero: lowest compared OMol25 entry of this formula, charge and spin): 0.00 kJ/mol
HOMO energy: -16.795 eV
E: -4508.2376 hartree
Frontier orbital gap: 6.15 eV

***

Record 8
Molecular formula: C2H8NS
Method: DFT, ωB97M-V with the def2-TZVPD basis set

```
! wB97M-V def2-TZVPD RIJCOSX def2/J DEFGRID3
* xyz -1 1
S -2.302 -2.547 -1.051
H -1.958 -3.009 0.169
C 0.242 -0.345 -0.587
C 0.917 0.697 0.272
N -0.010 1.722 0.816
H -0.540 -0.896 -0.087
H 0.991 -1.049 -0.971
H -0.149 0.064 -1.509
H 1.642 1.320 -0.307
H 1.419 0.202 1.115
H 0.396 2.627 0.747
H -0.648 1.214 1.392
*
```

Relative energy (zero: lowest compared OMol25 entry of this formula, charge and spin): 92.36 kJ/mol
HOMO energy: -2.372 eV
E: -533.9359 hartree
Frontier orbital gap: 6.12 eV

***

Record 9
Molecular formula: C5H12N2
Method: DFT, ωB97M-V with the def2-TZVPD basis set

```
! wB97M-V def2-TZVPD RIJCOSX def2/J DEFGRID3
* xyz 0 1
N -1.316 -1.859 1.180
C -0.409 -0.710 1.309
C -0.568 0.469 0.271
C -0.504 -0.079 -1.092
C 0.988 -0.112 -1.374
C 1.349 1.191 -0.684
N 0.486 1.521 0.439
H -1.914 -1.668 0.320
H -1.921 -1.971 1.959
H 0.664 -1.195 0.956
H -0.444 -0.348 2.424
H -1.651 1.040 0.600
H -1.026 0.647 -1.787
H -1.209 -0.888 -1.164
H 1.504 -0.865 -0.736
H 1.392 -0.341 -2.282
H 1.240 2.106 -1.352
H 2.372 1.306 -0.280
H 0.967 1.759 1.293
*
```

Relative energy (zero: lowest compared OMol25 entry of this formula, charge and spin): 257.60 kJ/mol
HOMO energy: -8.231 eV
SMILES: NC[C@@H]1CCCN1
E: -307.1312 hartree
Frontier orbital gap: 9.37 eV

***

Record 10
Molecular formula: C22H32AsN3O4RuS2SbSe4
Method: DFT, ωB97M-V with the def2-TZVPD basis set

```
! wB97M-V def2-TZVPD RIJCOSX def2/J DEFGRID3
* xyz -1 5
Ru 0.327 -0.170 -0.309
C 3.879 -5.973 -3.788
C 3.596 -4.546 -3.415
C 4.418 -3.874 -2.515
C 4.129 -2.581 -2.120
C 3.002 -1.952 -2.630
C 2.161 -2.606 -3.515
C 2.470 -3.897 -3.908
S 2.662 -0.294 -2.147
O 1.433 0.096 -2.821
O 3.864 0.471 -2.352
N 2.254 -0.304 -0.598
C 3.142 0.040 0.497
C 2.318 0.747 1.571
O 2.857 1.349 2.480
O 1.017 0.651 1.443
H 4.937 -6.211 -3.677
H 3.582 -6.183 -4.816
H 3.316 -6.642 -3.133
H 5.281 -4.379 -2.099
H 4.769 -2.064 -1.417
H 1.279 -2.099 -3.882
H 1.813 -4.418 -4.595
H 3.941 0.704 0.166
H 3.579 -0.853 0.951
N -0.017 5.107 -1.971
C -0.027 4.205 -0.949
S 0.665 2.711 -1.201
N -0.658 4.676 0.156
C -0.748 4.131 1.465
C 0.284 3.417 2.049
C 0.135 2.940 3.344
C -1.021 3.199 4.065
C -2.048 3.932 3.479
C -1.918 4.388 2.179
H 0.472 4.817 -2.800
H -0.109 6.092 -1.792
H -1.185 5.525 0.028
H 1.193 3.208 1.507
H 0.942 2.351 3.759
H -1.128 2.823 5.074
H -2.959 4.134 4.028
H -2.727 4.935 1.706
Se 3.223 -3.621 1.440
Sb 0.885 -4.144 1.034
Se -0.430 -2.467 -0.423
Se 1.758 -5.885 -0.449
Se -0.706 -4.623 2.748
C -4.291 2.217 0.172
C -2.884 1.961 -0.355
As -2.108 0.259 0.210
C -3.425 -0.973 -0.570
C -4.168 -1.847 0.431
C -2.447 0.288 2.130
C -1.603 -0.704 2.921
H -4.689 3.158 -0.215
H -4.291 2.283 1.261
H -4.986 1.426 -0.115
H -2.201 2.734 -0.016
H -2.847 1.962 -1.447
H -2.871 -1.601 -1.265
H -4.115 -0.363 -1.157
H -3.470 -2.421 1.044
H -4.805 -2.562 -0.094
H -4.805 -1.260 1.094
H -3.514 0.120 2.289
H -2.229 1.316 2.433
H -1.829 -1.741 2.669
H -1.784 -0.573 3.991
H -0.542 -0.543 2.738
*
```

Relative energy (zero: lowest compared OMol25 entry of this formula, charge and spin): 60.71 kJ/mol
HOMO energy (spin up / spin down): -4.881 / -4.897 eV
<S²>: 6.029
E: -14295.8927 hartree
Frontier orbital gap (spin up / spin down): 6.60 / 6.04 eV